Entry 1:
Density functional theory data (ωB97M-V/def2-TZVPD) for a 5-piece molecular cluster, C38H48BBr2F4IN3O7P2 overall at a distorted geometry.

Computed properties:
HOMO level in eV: -10.37
Multiplicity: 1
Net charge: +1

Geometry (Å):
C 0.172 -5.085 0.943
C -0.861 -5.139 -0.268
O -0.779 -5.940 -1.218
O -1.929 -4.193 -0.259
C -1.599 -3.018 -1.070
C -2.916 -2.125 -1.190
C -2.687 -0.550 -1.028
C -1.851 -0.122 0.258
N -1.550 1.375 0.246
C -0.849 1.472 1.552
N 0.359 1.959 1.765
C 1.203 2.547 0.654
C 1.788 1.255 -0.145
C 3.293 1.455 -0.645
I 4.598 1.172 1.101
B 0.978 1.896 3.142
O 1.353 3.145 3.752
O 1.261 0.651 3.838
N -1.827 0.876 2.460
P -2.671 1.914 3.616
O -2.421 3.575 3.240
O -1.794 1.732 5.098
C -2.573 -0.160 1.713
P -2.001 -1.874 2.380
O -0.504 -2.142 2.144
C -4.166 -0.225 1.723
Br -5.054 1.415 0.998
C -4.806 -0.731 3.159
C -5.551 -2.128 2.921
Br -6.276 0.586 3.576
H 1.001 -4.360 0.655
H 0.549 -6.136 1.156
H -0.310 -4.678 1.902
H -1.240 -3.402 -2.085
H -0.713 -2.510 -0.565
H -3.346 -2.298 -2.242
H -3.713 -2.508 -0.464
H -3.714 -0.053 -1.087
H -2.104 -0.166 -1.943
H -0.788 -0.545 0.197
H -1.010 1.673 -0.576
H 2.027 3.220 1.054
H 0.573 3.188 -0.062
H 1.061 0.903 -0.949
H 1.819 0.409 0.639
H 3.413 2.469 -1.141
H 3.534 0.575 -1.340
H 0.607 3.520 4.269
H 2.223 0.509 3.635
H -2.138 4.009 4.087
H -1.980 0.847 5.481
H -2.201 -1.897 3.817
H -2.802 -2.940 1.845
H -4.459 -1.061 0.986
H -4.047 -0.733 4.002
H -5.912 -2.626 3.886
H -4.934 -2.887 2.326
H -6.504 -1.951 2.297
F 0.195 4.159 6.401
C 1.283 4.261 7.196
C 2.276 3.300 7.115
C 3.398 3.406 7.929
C 3.508 4.468 8.823
C 2.501 5.425 8.899
C 1.384 5.325 8.077
H 2.168 2.476 6.419
H 4.186 2.663 7.867
H 4.382 4.548 9.461
H 2.586 6.250 9.599
H 0.594 6.066 8.117
F 2.386 -0.673 -3.095
C 1.933 0.210 -4.002
C 2.816 1.113 -4.573
C 2.349 2.024 -5.515
C 1.002 2.028 -5.867
C 0.123 1.121 -5.284
C 0.591 0.202 -4.350
H 3.860 1.100 -4.280
H 3.033 2.729 -5.973
H 0.639 2.741 -6.597
H -0.927 1.128 -5.557
H -0.077 -0.518 -3.893
F 4.079 -9.028 1.982
C 3.538 -9.087 0.755
C 4.154 -9.849 -0.225
C 3.591 -9.914 -1.495
C 2.423 -9.208 -1.774
C 1.815 -8.442 -0.783
C 2.373 -8.386 0.490
H 5.067 -10.385 0.009
H 4.061 -10.513 -2.266
H 1.987 -9.256 -2.766
H 0.908 -7.889 -1.003
H 1.909 -7.802 1.276
F 1.445 4.623 -7.517
C 0.419 5.228 -8.146
C 0.681 6.250 -9.043
C -0.377 6.872 -9.698
C -1.685 6.471 -9.439
C -1.936 5.446 -8.532
C -0.878 4.817 -7.885
H 1.705 6.554 -9.226
H -0.183 7.668 -10.408
H -2.510 6.960 -9.946
H -2.956 5.138 -8.328
H -1.055 4.011 -7.183

Entry 2:
Density functional theory data (ωB97M-V/def2-TZVPD) for C38H48BaIN7O4 as an isolated structure at a distorted geometry.

Computed properties:
ΔE to the lowest compared entry with this formula, charge and spin in kJ/mol: 75.6
HOMO level in eV: -6.70
Multiplicity: 1

Geometry (Å):
Ba -0.260 -0.392 -0.222
O -1.619 -0.687 1.807
C -1.808 -1.504 2.778
C -2.422 -1.055 3.980
C -2.625 -1.890 5.051
C -2.247 -3.238 5.000
C -1.672 -3.709 3.844
C -1.435 -2.883 2.731
C -0.832 -3.531 1.582
N -0.443 -3.016 0.472
C 0.179 -3.970 -0.455
C 0.088 -3.495 -1.898
N 0.747 -2.209 -2.027
C 0.548 -1.439 -3.013
C -0.562 -1.551 -4.060
C -0.500 -2.807 -4.873
C -1.592 -3.519 -5.154
C -2.889 -3.125 -4.632
C -3.046 -2.104 -3.773
C -1.884 -1.364 -3.306
O -1.935 -0.592 -2.354
H -2.734 -0.018 4.011
H -3.095 -1.500 5.946
H -2.415 -3.894 5.844
H -1.384 -4.753 3.773
H -0.699 -4.613 1.718
H -0.278 -4.964 -0.395
H 1.241 -4.065 -0.205
H -0.966 -3.459 -2.210
H 0.596 -4.224 -2.537
H 1.080 -0.491 -3.025
H 0.487 -3.063 -5.247
H -1.527 -4.406 -5.769
H -3.757 -3.704 -4.927
H -4.002 -1.845 -3.339
C 2.889 -1.731 1.500
O 2.393 -0.901 0.467
C 3.286 -0.612 -0.613
C 3.282 0.869 -0.884
O 1.984 1.233 -1.339
C 1.890 2.624 -1.564
H 3.963 -1.579 1.645
H 2.713 -2.788 1.280
H 2.362 -1.468 2.418
H 2.951 -1.145 -1.509
H 4.295 -0.967 -0.391
H 4.022 1.089 -1.662
H 3.522 1.451 0.012
H 2.700 2.968 -2.215
H 1.929 3.175 -0.618
H 0.944 2.813 -2.070
I 3.038 -1.754 -4.919
C -0.445 -0.298 -4.967
C -0.340 -0.399 -6.347
C -0.190 0.762 -7.084
C -0.152 1.978 -6.423
C -0.272 1.974 -5.045
N -0.422 0.865 -4.324
H -0.338 -1.364 -6.829
H -0.084 0.713 -8.159
H -0.025 2.909 -6.958
H -0.245 2.908 -4.492
N -1.457 2.308 -0.847
C -2.842 2.388 -0.547
C -3.783 1.851 -1.418
C -5.129 1.883 -1.088
C -5.552 2.449 0.106
C -4.610 2.987 0.971
C -3.263 2.957 0.651
H -0.932 3.085 -0.470
H -1.282 2.225 -1.844
H -3.453 1.397 -2.344
H -5.852 1.462 -1.774
H -6.603 2.470 0.359
H -4.924 3.431 1.907
H -2.532 3.372 1.336
C 4.489 1.874 4.820
C 4.450 0.834 3.718
N 3.499 1.274 2.712
C 2.226 1.694 3.082
N 1.283 1.533 2.227
C -0.048 1.988 2.597
C -0.030 3.150 3.574
C 0.815 2.741 4.764
N 2.130 2.321 4.308
C 3.087 2.050 5.369
H 4.851 2.820 4.413
H 5.162 1.562 5.619
H 4.180 -0.143 4.144
H 5.427 0.729 3.245
H 3.413 0.674 1.905
H -0.610 1.151 3.018
H -0.584 2.264 1.686
H -1.040 3.402 3.902
H 0.409 4.036 3.107
H 0.319 1.929 5.315
H 0.954 3.572 5.459
H 2.792 1.150 5.929
H 3.050 2.887 6.068

Entry 3:
Density functional theory data (ωB97M-V/def2-TZVPD) for C38H48N3O2PTi as an isolated structure at a distorted geometry.

Computed properties:
ΔE to the lowest compared entry with this formula, charge and spin in kJ/mol: 0.0
HOMO level (spin up / spin down) in eV: -10.03 / -10.01
Expectation value of S²: 0.76
Multiplicity: 2
Net charge: +1

Geometry (Å):
Ti 0.442 -0.412 -0.356
C 1.964 1.197 -4.242
C 1.847 0.836 -2.889
N 0.881 0.066 -2.436
C -0.078 -0.375 -3.303
C -0.058 -0.041 -4.664
C 1.017 0.753 -5.122
C -1.134 -0.457 -5.486
C -2.176 -1.126 -4.919
C -2.186 -1.473 -3.547
C -1.120 -1.164 -2.732
N -0.948 -1.439 -1.375
C -1.691 -2.408 -0.696
C -2.422 -3.452 -1.213
C -3.145 -4.321 -0.360
C -3.134 -4.174 0.995
C -2.317 -3.170 1.574
C -2.167 -2.986 2.966
C -1.307 -2.036 3.439
C -0.565 -1.281 2.516
N -0.677 -1.424 1.212
C -1.579 -2.333 0.728
H 2.782 1.824 -4.564
H 2.557 1.195 -2.157
H 1.068 1.021 -6.170
H -1.132 -0.209 -6.539
H -3.027 -1.405 -5.527
H -3.056 -1.963 -3.145
H -2.442 -3.631 -2.275
H -3.727 -5.116 -0.806
H -3.713 -4.826 1.635
H -2.736 -3.606 3.648
H -1.178 -1.865 4.498
H 0.136 -0.531 2.865
C -0.666 3.725 0.707
O -1.112 2.360 0.517
C -0.197 1.490 0.172
O 1.002 1.782 0.031
H -1.557 4.283 0.970
H -0.229 4.107 -0.212
H 0.068 3.773 1.509
C 6.470 -0.271 -2.048
C 5.736 -1.572 -2.408
C 4.350 -1.666 -1.754
C 4.360 -1.014 -0.366
C 4.700 0.495 -0.456
C 5.472 0.835 -1.735
P 2.777 -1.234 0.541
C 2.480 -3.052 0.748
C 1.682 -3.626 -0.431
C 1.150 -5.004 -0.055
C 2.305 -5.961 0.326
C 3.667 -5.268 0.287
C 3.682 -3.969 1.096
C 3.087 -0.679 2.277
C 4.341 -1.269 2.952
C 4.711 -0.486 4.226
C 3.463 0.086 4.889
C 2.815 1.139 3.975
C 3.065 0.837 2.490
H 7.135 0.024 -2.860
H 7.106 -0.428 -1.171
H 6.338 -2.431 -2.101
H 5.622 -1.648 -3.491
H 4.062 -2.712 -1.684
H 3.594 -1.177 -2.378
H 5.134 -1.517 0.221
H 5.312 0.769 0.406
H 3.792 1.102 -0.385
H 5.971 1.797 -1.613
H 4.785 0.945 -2.582
H 1.784 -3.056 1.598
H 2.301 -3.695 -1.324
H 0.862 -2.951 -0.693
H 0.559 -5.414 -0.875
H 0.463 -4.883 0.789
H 2.324 -6.817 -0.350
H 2.139 -6.367 1.327
H 3.946 -5.060 -0.750
H 4.436 -5.938 0.675
H 4.636 -3.463 0.940
H 3.643 -4.220 2.158
H 2.214 -1.091 2.795
H 5.194 -1.254 2.269
H 4.161 -2.314 3.206
H 5.389 0.334 3.977
H 5.254 -1.137 4.911
H 3.707 0.524 5.857
H 2.760 -0.728 5.092
H 3.211 2.129 4.209
H 1.739 1.184 4.168
H 4.031 1.249 2.186
H 2.319 1.331 1.869

Entry 4:
Density functional theory data (ωB97M-V/def2-TZVPD) for C38H49BrN4O4RuS3Si as an isolated structure at a distorted geometry.

Computed properties:
ΔE to the lowest compared entry with this formula, charge and spin in kJ/mol: 283.5
HOMO level (spin up / spin down) in eV: -10.63 / -10.62
Expectation value of S²: 0.77
Multiplicity: 2
Net charge: +1

Geometry (Å):
Ru 0.924 -1.858 -1.001
S 2.672 -3.494 -2.180
C 3.750 -2.389 -1.487
N 3.299 -1.384 -0.799
C 4.301 -0.559 -0.338
C 4.135 0.623 0.381
C 5.255 1.341 0.746
C 6.536 0.896 0.410
C 6.718 -0.273 -0.304
C 5.593 -0.995 -0.681
S 5.495 -2.464 -1.612
H 3.134 0.950 0.624
H 5.146 2.267 1.296
H 7.396 1.481 0.705
H 7.707 -0.616 -0.576
O -0.013 -3.971 -1.411
C -1.063 -4.349 -1.925
C -2.287 -3.618 -1.990
C -3.470 -4.318 -2.238
C -4.683 -3.688 -2.128
C -4.753 -2.319 -1.817
C -3.607 -1.602 -1.634
C -2.316 -2.210 -1.717
O -1.273 -1.486 -1.570
N -5.906 -4.458 -2.290
O -5.800 -5.631 -2.602
O -6.962 -3.884 -2.092
H -1.096 -5.372 -2.334
H -3.448 -5.374 -2.474
H -5.729 -1.862 -1.741
H -3.639 -0.543 -1.417
S 1.949 -4.873 2.608
C 2.187 -3.799 1.290
N 1.158 -3.104 0.938
C 0.045 -3.398 1.708
C -1.234 -2.859 1.569
C -2.219 -3.260 2.446
C -1.952 -4.188 3.459
C -0.700 -4.750 3.595
C 0.294 -4.350 2.708
H 3.151 -3.724 0.810
H -1.445 -2.152 0.776
H -3.217 -2.854 2.349
H -2.740 -4.475 4.142
H -0.492 -5.482 4.363
C -0.466 1.410 -4.783
C 0.771 0.540 -5.061
C 0.457 -0.543 -6.105
C 1.964 1.400 -5.506
C 1.123 -0.119 -3.811
N 1.403 -0.612 -2.816
H -0.794 1.879 -5.709
H -0.235 2.189 -4.056
H -1.282 0.804 -4.388
H 0.136 -0.067 -7.030
H -0.340 -1.200 -5.756
H 1.338 -1.150 -6.311
H 1.699 1.944 -6.412
H 2.832 0.776 -5.717
H 2.238 2.118 -4.733
C -0.071 3.011 4.481
C 0.585 2.085 3.442
C 2.050 2.514 3.262
C 0.610 0.649 3.991
Si -0.393 2.223 1.785
Br 0.473 0.171 0.554
C 0.151 3.640 0.593
C -0.779 3.724 -0.626
C 1.575 3.438 0.050
C 0.095 4.982 1.343
C -2.282 1.861 1.877
C -2.575 0.743 2.889
C -2.853 1.406 0.523
C -3.026 3.130 2.328
H 0.542 3.024 5.385
H -1.068 2.667 4.758
H -0.150 4.037 4.116
H 2.591 2.328 4.193
H 2.137 3.576 3.033
H 2.534 1.932 2.478
H 1.181 0.636 4.922
H 1.093 -0.029 3.288
H -0.384 0.262 4.206
H -0.824 2.770 -1.155
H -0.392 4.477 -1.317
H -1.789 4.026 -0.348
H 1.634 2.541 -0.568
H 2.317 3.364 0.841
H 1.838 4.297 -0.572
H -0.901 5.186 1.742
H 0.350 5.787 0.650
H 0.806 5.018 2.168
H -2.059 -0.182 2.622
H -3.649 0.543 2.897
H -2.293 1.027 3.902
H -2.289 0.566 0.115
H -2.856 2.209 -0.211
H -3.888 1.087 0.667
H -2.700 3.462 3.315
H -4.096 2.915 2.384
H -2.890 3.955 1.626